No. 1
Below is a cluster of 2 separate species, C4H12N2S in total in a non-equilibrium geometry, with properties calculated with ωB97M-V with the def2-TZVPD basis set.

Structure (XYZ):
```
19
Properties=species:S:1:pos:R:3:forces:R:3:mulliken_charge:R:1
S -1.076323 -2.034996 1.045039 0.5 -0.3 -2.5 -0.356
N 1.113590 1.407123 -2.164723 0.1 -0.5 1.2 -0.259
N -0.364904 -0.312196 -1.436203 3.0 0.4 -0.2 -0.658
C 1.915454 2.586508 -1.762230 -1.2 -0.6 -0.4 -0.865
C 0.635151 0.531551 -1.221136 -1.3 -0.1 -0.1 0.277
C -1.217845 -0.357861 1.700402 -0.3 1.3 -0.9 -0.346
C -0.051209 -0.034283 2.628339 0.3 0.2 -1.4 -1.113
H -0.016304 0.977360 3.002049 -0.3 0.4 0.3 0.297
H -1.303895 0.435050 0.845369 0.0 -1.6 1.5 0.262
H 0.554993 1.407974 -3.001588 0.2 0.4 -0.1 0.248
H 1.489508 3.104005 -0.895711 0.0 -0.3 0.0 0.321
H 2.914206 2.257781 -1.553455 0.6 0.2 0.0 0.284
H 1.124708 0.687336 -0.194975 -1.1 -0.4 -1.3 0.160
H -2.146475 -0.372406 2.263924 -0.2 0.3 -0.1 0.300
H 0.073122 -0.745187 3.406367 -0.2 -0.6 0.9 0.374
H -0.366912 -0.618130 -2.427144 -0.5 0.9 0.4 0.201
H 0.823458 -0.169728 2.012082 0.7 0.1 -0.1 0.287
H -0.717686 -1.718033 -0.464046 -0.6 0.1 3.1 0.246
H 1.862333 3.293934 -2.579266 0.4 0.1 -0.2 0.339
```
Positions in Å, forces in eV/Å.

Properties
Molar mass, g/mol: 120.22
E_tot, hartree: -667.23267
HOMO energy, eV: -7.771
SMILES: [H]/N=C\NC.CCS
Multiplicity: 1
HOMO-LUMO gap, eV: 8.45
E_LUMO, Eh: 0.0249


No. 2
Below is an isolated molecule of C4H5NO2, with properties calculated with ωB97M-V with the def2-TZVPD basis set.

Structure (XYZ):
```
12
Properties=species:S:1:pos:R:3:forces:R:3:mulliken_charge:R:1
O 2.585759 -0.436542 0.062972 -0.1 0.0 0.1 -0.480
O -0.972561 1.468642 0.262916 0.5 -0.4 0.2 -0.648
N -2.141527 -0.449900 -0.227945 -0.1 0.1 -0.1 -0.430
C 1.383602 0.166120 0.191552 -0.3 0.2 0.2 0.801
C -0.996816 0.237315 0.069555 0.2 -0.1 0.0 0.534
C 0.208145 -0.534691 0.141109 0.0 -0.2 -0.1 -0.557
C 1.336974 1.519973 0.620805 -0.6 -0.2 -0.1 -0.473
H 1.014091 2.283944 -0.075002 0.3 0.1 -0.3 0.228
H 2.419936 -1.348996 -0.224887 0.1 0.3 0.1 0.315
H -2.051021 -1.366228 -0.639369 -0.1 0.2 0.1 0.210
H -2.975673 0.068656 -0.450438 0.1 0.1 0.1 0.249
H 0.189086 -1.608296 0.268737 0.0 -0.1 -0.2 0.252
```
Positions in Å, forces in eV/Å.

Properties
Molar mass, g/mol: 99.09
E_tot, hartree: -360.52496
HOMO energy, eV: -8.463
Multiplicity: 1
HOMO-LUMO gap, eV: 7.94
E_LUMO, Eh: -0.0192


Q: Which value of molar mass does entry 2 give?
A: 99.09 g/mol


Q: Which formula does entry 2 have?
A: C4H5NO2